Record 1
{
  "formula": "C4H6O3S",
  "method": "ωB97M-V with the def2-TZVPD basis set",
  "symbols": ["H", "O", "H", "H", "H", "H", "H", "C", "C", "O", "C", "O", "S", "C"],
  "positions_angstrom": [[1.502, 1.714, 0.625], [-0.858, -1.841, 1.466], [-0.593, 1.924, 0.810], [1.696, -0.702, -2.745], [-0.929, -0.583, -0.874], [-2.303, 0.274, -0.333], [-2.202, -0.578, 2.084], [0.966, 0.915, 0.243], [-1.559, -0.891, 1.260], [1.163, -0.389, -1.995], [-0.352, 0.985, 0.310], [3.132, -0.179, -0.397], [1.732, -0.554, -0.418], [-1.394, -0.096, -0.037]],
  "nbo_charge": [0.237, -0.504, 0.209, 0.515, 0.257, 0.228, 0.130, -0.454, 0.431, -0.952, -0.115, -0.946, 1.520, -0.556],
  "orbital_gap_ev": 9.50,
  "e_lumo_ev": 0.16,
  "charge": 0,
  "e_above_lowest_kcal_mol": 65.4,
  "homo_energy_ev": -9.3
}

=====

Record 2
{
  "formula": "C2H10N2O2",
  "method": "ωB97M-V with the def2-TZVPD basis set",
  "symbols": ["N", "N", "C", "C", "H", "H", "H", "O", "H", "H", "H", "H", "H", "O", "H", "H"],
  "positions_angstrom": [[-0.134, 2.196, -0.626], [0.760, 0.467, 0.801], [-0.575, 0.433, 1.267], [0.981, 1.902, 0.186], [1.461, 2.532, 0.937], [-1.315, -0.212, 0.620], [0.884, -0.276, 0.082], [-1.553, -1.951, -0.419], [-2.195, -2.483, -0.892], [-1.083, 1.435, 1.122], [0.804, -2.714, -1.646], [-0.383, -2.079, -0.664], [1.954, 1.708, -0.495], [0.740, -2.241, -0.829], [0.053, 2.785, -1.390], [-0.498, 0.191, 2.363]],
  "nbo_charge": [-0.281, -0.440, -0.489, -0.183, 0.264, 0.302, 0.437, -1.012, 0.453, 0.234, 0.450, 0.466, 0.237, -1.009, 0.345, 0.228],
  "orbital_gap_ev": 3.39,
  "e_lumo_ev": -4.77,
  "charge": 0,
  "e_above_lowest_kcal_mol": 203.1,
  "homo_energy_ev": -8.2
}

=====

Record 3
{
  "formula": "C5H10O3",
  "method": "ωB97M-V with the def2-TZVPD basis set",
  "symbols": ["H", "H", "H", "O", "C", "O", "C", "H", "H", "H", "H", "H", "C", "C", "O", "H", "H", "C"],
  "positions_angstrom": [[0.227, -0.692, 2.192], [1.749, -1.484, 1.538], [-1.710, -0.852, -0.467], [0.755, -1.419, -1.118], [-1.146, 0.024, -0.108], [2.709, 0.311, 0.030], [-1.284, 1.155, -1.112], [-2.564, 0.292, 1.187], [0.494, -2.334, -0.957], [2.735, -0.113, -0.837], [1.023, 1.443, 0.710], [-2.338, 1.362, -1.308], [0.429, -0.660, -0.026], [1.227, 0.405, 0.509], [-1.608, 0.409, 1.156], [-0.832, 2.065, -0.720], [-0.790, 0.891, -2.044], [0.925, -0.802, 1.375]],
  "nbo_charge": [0.239, 0.237, 0.150, -0.692, 0.105, -0.752, -0.646, 0.479, 0.485, 0.472, 0.216, 0.209, 0.205, 0.058, -0.733, 0.213, 0.222, -0.468],
  "orbital_gap_ev": 9.94,
  "e_lumo_ev": 0.63,
  "charge": 0,
  "e_above_lowest_kcal_mol": 69.7,
  "smiles": "C[C@H](O)[C@]1(O)C[C@H]1O",
  "homo_energy_ev": -9.3
}

=====

Record 4
{
  "formula": "Cl2H6LiO3",
  "method": "ωB97M-V with the def2-TZVPD basis set",
  "symbols": ["Li", "H", "H", "H", "O", "H", "Cl", "O", "H", "Cl", "O", "H"],
  "positions_angstrom": [[-14.003, -18.479, 18.439], [-10.137, -18.750, 21.955], [-11.539, -15.110, 18.781], [-10.009, -18.508, 23.444], [-12.346, -15.394, 18.353], [-12.565, -14.680, 17.754], [-11.158, -21.340, 18.397], [-15.705, -18.076, 15.163], [-16.657, -18.087, 15.065], [-16.477, -18.721, 21.472], [-9.688, -18.199, 22.596], [-15.421, -17.317, 14.654]],
  "nbo_charge": [0.962, 0.483, 0.480, 0.465, -0.947, 0.468, -0.983, -0.942, 0.475, -0.981, -0.948, 0.468],
  "orbital_gap_ev": 5.94,
  "e_lumo_ev": 1.33,
  "charge": -1,
  "e_above_lowest_kcal_mol": 93.0,
  "homo_energy_ev": -4.6
}